This record from OMol25 describes C15H22N2O4 in the gas phase. The level of theory is ωB97M-V/def2-TZVPD.

The geometry in XYZ format:
```
43
Properties=species:S:1:pos:R:3:forces:R:3:nbo_charge:R:1
O -0.144 1.412 1.541 0.0 0.0 0.0 -0.643
C -0.628 0.671 0.702 0.0 0.0 0.0 0.684
N 0.137 -0.162 -0.051 0.0 0.0 0.0 -0.605
C 1.574 -0.218 0.104 0.2 -0.1 0.2 -0.161
C 1.958 -1.201 1.199 0.0 0.0 0.0 -0.064
O 3.377 -1.183 1.291 0.0 0.0 0.0 -0.735
C 2.137 -0.671 -1.242 -0.4 0.3 -0.1 0.681
O 1.687 -1.640 -1.804 0.0 0.0 0.0 -0.567
N 3.010 0.238 -1.824 0.3 -0.4 -0.2 -0.189
C 4.338 0.448 -1.211 -0.1 0.2 0.2 -0.232
C 5.071 1.214 -2.312 0.0 0.0 0.0 -0.444
C 4.254 0.846 -3.563 0.0 0.0 0.0 -0.076
O 3.340 -0.166 -3.144 0.0 0.0 0.0 -0.363
C -2.108 0.638 0.418 0.0 0.0 0.0 -0.292
C -3.032 0.596 1.664 0.0 0.0 0.0 -0.380
C -3.843 1.733 1.051 0.1 0.0 0.0 -0.038
C -2.738 2.008 0.034 0.0 0.0 0.0 -0.376
C -5.327 1.703 0.746 0.0 0.0 0.0 -0.395
C -4.747 2.683 1.700 0.0 0.0 0.0 -0.073
C -5.002 3.165 3.072 0.0 0.0 0.0 -0.400
C -4.787 4.142 1.924 0.0 0.0 0.0 -0.400
H -0.281 -0.800 -0.709 0.0 0.0 0.0 0.419
H 1.930 0.777 0.370 0.0 0.0 0.0 0.238
H 1.489 -0.882 2.134 0.0 0.0 0.0 0.184
H 1.590 -2.194 0.924 0.0 0.0 0.0 0.174
H 3.658 -1.839 1.934 0.0 0.0 0.0 0.479
H 4.242 0.995 -0.277 0.0 0.0 0.0 0.226
H 4.804 -0.517 -1.012 0.0 0.0 0.0 0.201
H 5.048 2.288 -2.136 0.0 0.0 0.0 0.215
H 6.109 0.898 -2.381 0.0 0.0 0.0 0.218
H 3.700 1.709 -3.939 0.0 0.0 0.0 0.175
H 4.842 0.411 -4.368 0.0 0.0 0.0 0.199
H -2.362 -0.137 -0.305 0.0 0.0 0.0 0.205
H -3.547 -0.345 1.853 0.0 0.0 0.0 0.207
H -2.489 0.912 2.556 0.0 0.0 0.0 0.227
H -2.093 2.833 0.338 0.0 0.0 0.0 0.223
H -3.033 2.130 -1.008 0.0 0.0 0.0 0.208
H -5.646 2.060 -0.226 0.0 0.0 0.0 0.211
H -5.904 0.877 1.147 0.0 0.0 0.0 0.211
H -6.005 3.077 3.469 0.0 0.0 0.0 0.212
H -4.207 3.066 3.801 0.0 0.0 0.0 0.214
H -3.851 4.688 1.901 0.0 0.0 0.0 0.214
H -5.648 4.693 1.569 0.0 0.0 0.0 0.212
```
Forces are in eV/Å.

orbital gap = 10.0 eV
energy above the lowest of the compared OMol25 structures with the same formula, charge and spin = 5.580 eV
spin multiplicity = 1
DFT total energy = -995.11649 a.u.
SMILES = O=C([C@H](CO)NC(=O)[C@H]1C[C@@]2(C1)C[C@]21CC1)N1CCCO1